# 1
Entry from the OMol25 dataset: a 10-piece molecular cluster, C28H73N9O12 overall (the ωB97M-V functional and the def2-TZVPD basis).

Its HOMO energy is -17.19 eV. Its total energy is -68107.5284 eV. The calculation puts the LUMO energy at -12.1 eV.

```
! wB97M-V def2-TZVPD RIJCOSX def2/J DEFGRID3
* xyz 8 1
O -0.13 0.86 0.19
O -4.39 7.83 0.00
O 7.03 2.47 -2.93
O -1.37 -8.78 -1.81
O 0.70 -0.49 -1.28
O -4.41 -0.71 -5.50
O 0.60 -6.28 4.18
O 0.60 1.58 -1.76
O -2.35 -1.64 9.19
O -8.23 -5.27 -1.17
O 3.62 4.97 -7.83
O 4.79 6.66 3.45
N 1.20 -6.56 6.44
N 5.27 5.14 5.37
N -4.10 7.33 2.23
N -4.45 -1.25 10.21
N 8.06 0.89 -4.40
N 4.64 6.79 -8.69
N -5.62 1.16 -6.25
N 0.47 -7.61 -2.76
N -7.31 -4.80 0.96
C 1.37 -5.98 5.06
C 7.93 2.26 -3.67
C 0.38 0.60 -0.90
C -0.28 -8.88 -2.36
C 0.31 -10.07 -2.98
C -4.80 -2.67 10.78
C 2.95 7.00 -6.64
C 3.98 7.64 -9.68
C -2.03 7.89 0.72
C -4.32 0.39 -6.09
C 7.15 6.58 4.33
C 9.06 3.29 -3.63
C 2.43 -4.93 4.92
C 7.01 -0.20 -3.91
C -5.90 -4.39 0.43
C -8.13 -7.17 0.26
C -7.91 -5.71 -0.05
C 5.64 6.17 4.25
C -4.21 5.81 2.41
C -3.10 1.04 -6.58
C 4.61 3.98 4.69
C 3.67 6.18 -7.69
C -3.55 7.67 0.89
C -6.51 1.09 -4.95
C 0.43 -7.33 -4.32
C -4.03 -1.59 7.57
C 2.00 -7.87 6.48
C -3.53 -1.47 8.99
H -2.20 0.44 -6.67
H 0.99 -6.49 -4.75
H -7.18 0.23 -4.97
H -3.20 -1.80 6.91
H -5.46 -2.72 11.64
H -0.58 -7.23 -4.71
H -3.17 5.49 2.30
H 3.59 4.29 4.45
H 9.23 3.58 -4.66
H -9.14 -7.43 0.58
H 2.62 -4.34 5.82
H 1.05 0.99 -2.36
H -4.53 -0.72 7.14
H -3.92 -0.66 10.83
H 2.31 7.69 -7.19
H -7.47 -7.47 1.08
H -7.28 -5.18 1.89
H 2.93 7.37 -9.76
H -7.86 -3.95 1.03
H -3.61 7.73 3.01
H 5.49 7.14 -8.26
H 2.08 -4.33 4.09
H -5.51 2.13 -6.51
H 7.51 7.32 3.62
H -5.83 1.11 -4.09
H 4.07 8.70 -9.43
H 3.65 7.70 -6.18
H 4.56 3.18 5.43
H -6.10 0.72 -7.02
H -4.71 5.60 3.36
H 9.88 2.80 -3.11
H -5.41 -3.80 1.21
H 7.34 -1.12 -4.39
H -0.12 -10.25 -3.97
H 0.06 -6.90 -2.18
H 3.04 -7.80 6.15
H -1.46 7.98 1.65
H 6.12 4.98 5.89
H -5.97 -3.75 -0.45
H 5.12 3.69 3.77
H 7.12 -0.26 -2.83
H 5.02 5.96 -9.12
H 8.96 0.45 -4.26
H -0.03 -10.88 -2.34
H -3.29 1.33 -7.61
H -4.82 5.55 1.55
H 3.41 -5.31 4.64
H 8.75 4.08 -2.95
H 0.25 -6.84 6.62
H -3.83 -3.03 11.14
H 8.18 1.11 -5.38
H 4.52 5.48 5.94
H -7.84 -7.79 -0.58
H 6.00 0.05 -4.22
H -2.89 1.98 -6.07
H 7.74 5.71 4.03
H -5.28 -5.26 0.20
H 7.39 6.83 5.36
H 0.95 -8.18 -4.77
H 1.91 -8.22 7.50
H -5.35 -0.83 10.03
H -1.79 6.93 0.26
H 1.53 -5.94 7.16
H 4.57 7.49 -10.58
H 1.47 -8.51 5.77
H -4.84 -2.33 7.53
H 1.44 -7.72 -2.50
H -5.04 7.70 2.28
H -7.02 2.02 -5.19
H -1.85 8.72 0.04
H 2.26 6.45 -6.00
H -5.17 -3.16 9.89
H 1.40 -10.05 -2.93
*
```

***

# 2
Entry from the OMol25 dataset: a 7-piece molecular cluster, C28H74ClN6O12 overall (the ωB97M-V functional and the def2-TZVPD basis).

Its HOMO energy is -6.54 eV. As for the energy relative to the best compared isomer or geometry (same formula, charge and spin): 0.0 kJ/mol. Its total energy is -76259.0598 eV. The calculation puts the LUMO energy at 2.4 eV.

```
! wB97M-V def2-TZVPD RIJCOSX def2/J DEFGRID3
* xyz -1 1
Cl -0.25 -0.98 0.45
O -1.19 -0.53 1.45
O -6.19 -2.09 -0.93
O -1.47 -5.11 3.56
O 1.67 -2.04 -4.47
O -2.83 3.36 -1.53
O -0.57 -0.34 -0.80
O 0.83 -0.68 5.79
O -2.08 -3.54 -2.36
O 4.37 4.62 5.72
O -0.27 -2.42 0.36
O 1.10 -0.62 0.88
O 2.68 4.30 0.36
N 2.45 0.91 -1.22
N 2.47 1.55 5.08
N 0.61 -5.96 0.65
N -4.42 -2.03 -3.06
N -2.07 5.48 0.29
N -0.24 -0.92 -6.23
C 0.19 -5.98 2.06
C -1.18 -5.33 2.20
C -1.12 -4.56 -2.34
C -0.34 -1.47 5.78
C 3.67 2.31 5.37
C -6.92 -1.84 0.24
C 5.10 4.69 6.92
C -1.53 3.87 -1.45
C -2.15 -2.82 -3.56
C -2.87 2.07 -2.14
C -3.04 -1.62 -3.36
C -1.54 5.33 -1.10
C -5.26 -0.86 -2.79
C 2.83 2.33 -1.13
C 3.28 3.71 5.79
C -6.52 -1.19 -1.97
C 1.41 -0.54 4.50
C 2.29 2.96 0.14
C 2.37 3.04 -2.39
C 1.96 -1.78 -3.10
C -2.40 -4.05 3.76
C 2.71 0.19 4.62
C 2.04 -0.96 -5.28
C 1.21 -5.31 3.00
C 4.04 4.52 0.57
C 1.57 0.22 -7.42
C -0.11 5.84 -1.16
C 1.22 -0.97 -6.56
H 3.01 -1.49 -2.98
H 4.47 5.05 7.74
H 2.65 0.37 -7.55
H 2.49 2.32 1.01
H 2.22 -5.63 2.71
H -1.95 -5.99 1.78
H -0.35 -1.50 -5.41
H 1.56 -5.58 0.64
H 0.53 5.32 -0.43
H -1.91 -3.10 3.56
H -0.42 0.04 -5.94
H 0.18 -7.01 2.45
H 1.74 -2.67 -2.53
H 2.64 0.43 -0.34
H -8.00 -1.97 0.06
H -4.67 -0.12 -2.26
H 0.01 6.90 -0.95
H -1.06 -4.85 -1.30
H -6.62 -2.53 1.02
H 0.36 5.60 -2.12
H 1.19 2.95 0.15
H 5.92 5.39 6.77
H -4.75 -2.44 -3.93
H 1.14 0.22 -8.42
H 1.32 1.15 -6.90
H 4.25 1.80 6.16
H -7.27 -1.64 -2.63
H 2.56 4.10 5.07
H 1.38 -1.92 -7.08
H -3.89 1.91 -2.48
H -2.23 5.94 -1.68
H 1.98 0.01 -4.76
H 1.54 -1.58 4.16
H -5.64 -0.45 -3.74
H 2.92 2.62 -3.23
H 0.74 -0.08 3.76
H 3.17 0.27 3.64
H -1.18 -4.40 1.62
H 1.04 -5.64 4.02
H -2.77 -4.14 4.77
H -2.95 -0.94 -4.22
H 4.60 4.51 -0.37
H -1.78 4.70 0.87
H 4.27 2.36 4.45
H -6.89 -0.26 -1.54
H -0.98 3.35 -0.65
H 1.29 2.91 -2.52
H -2.53 -3.46 -4.37
H 1.15 -4.22 3.00
H -0.20 -2.46 6.24
H -6.82 -0.80 0.55
H -2.65 -1.09 -2.48
H 0.13 -5.16 0.23
H 5.54 3.73 7.23
H -0.16 -4.11 -2.65
H -1.62 6.30 0.69
H 1.79 1.58 5.82
H 4.47 3.85 1.33
H -1.14 -2.44 -3.79
H 3.39 -0.38 5.28
H 2.58 4.12 -2.37
H -0.66 -1.63 4.75
H -2.22 2.05 -3.01
H 4.14 5.54 0.94
H 2.80 3.72 6.77
H 3.12 -1.04 -5.51
H 3.92 2.38 -1.07
H 1.39 -0.92 -2.74
H -1.31 -5.41 -3.01
H -3.23 -4.13 3.04
H -2.61 1.29 -1.42
H 1.43 0.91 -1.10
H -0.95 3.73 -2.37
H -1.10 -0.97 6.39
*
```

***

# 3
Entry from the OMol25 dataset: a 12-piece molecular cluster, C28H76B2O19 overall (the ωB97M-V functional and the def2-TZVPD basis).

Its HOMO energy is -9.59 eV. The SMILES is O=C(O)C[C@]1(B(O)O)CC(=O)O[C@H]1B(O)O.CCO.CCO.CCO.CCO.CCO.CCO.CCO.CCO.CCO.CCO.CCO. Its total energy is -70528.3766 eV. The calculation puts the LUMO energy at 0.1 eV.

```
! wB97M-V def2-TZVPD RIJCOSX def2/J DEFGRID3
* xyz 0 1
O 0.29 6.37 -4.65
O -4.25 -0.76 -4.41
O 1.32 -2.61 1.51
O -2.28 -2.63 0.57
O 2.73 3.27 0.95
O 2.37 -1.00 -0.99
O 0.23 -6.65 5.52
O 3.92 -2.11 1.96
O 5.64 -0.55 1.72
O 0.01 2.20 -2.02
O 1.97 -8.31 7.82
O 4.33 3.05 2.47
O 3.30 0.06 -2.74
O 2.31 -4.20 -1.16
O 0.25 -2.77 4.27
O -0.18 -0.84 1.60
O 1.42 4.53 -1.52
O -0.32 1.92 1.36
O -4.47 8.79 -3.11
C 3.92 0.68 -0.46
C -2.09 -2.57 4.89
C 3.24 -3.70 -3.36
C 3.75 4.50 -2.28
C -0.76 6.88 -3.85
C 2.15 -4.38 -2.56
C 3.19 -0.07 -1.56
C -2.11 -1.60 -1.60
C -1.09 -6.81 5.01
C 3.44 2.55 1.85
C -0.67 -2.07 5.10
C 2.95 1.14 2.01
C -1.23 3.50 3.05
C -2.06 6.12 -4.03
C -6.21 8.27 -1.47
C 1.97 -0.42 0.27
C -4.31 -1.26 -5.74
C -1.18 1.88 -2.74
C -0.13 2.56 2.63
C -4.74 8.50 -1.74
C 2.77 -9.51 5.85
C 2.33 -9.58 7.30
C 3.29 0.15 0.85
C -3.03 -2.23 -0.57
C -0.97 1.97 -4.24
C 2.30 4.66 -2.65
C -1.14 -6.58 3.51
C -3.14 -0.81 -6.59
B 1.02 -1.34 1.18
B 4.33 -0.88 1.51
H 1.37 0.47 0.01
H 3.93 3.53 -1.83
H -1.43 0.86 -2.45
H 1.24 -7.97 7.28
H -2.14 -3.64 5.09
H -4.94 9.59 -3.34
H 3.21 -2.62 -3.21
H 5.86 0.37 1.57
H 4.38 4.59 -3.16
H -1.82 -1.84 0.85
H -0.62 -0.99 4.92
H 4.06 5.27 -1.56
H -1.78 -6.14 5.53
H 3.11 -3.88 -4.43
H -1.92 5.06 -3.80
H -0.37 2.57 0.64
H 1.96 -9.14 5.22
H -2.84 6.53 -3.38
H -6.38 8.02 -0.42
H -2.80 -2.06 5.55
H 1.86 1.20 2.11
H 1.99 3.89 -3.36
H 0.00 -2.61 3.35
H 0.51 -5.74 5.32
H -1.87 1.69 -4.78
H -3.80 -1.51 -0.28
H -2.20 -1.12 -6.13
H -2.66 -1.27 -2.48
H 3.06 -10.49 5.48
H 2.18 -5.46 -2.72
H -2.19 2.99 3.07
H -1.39 -7.84 5.25
H -0.07 1.72 3.32
H -1.33 -2.30 -1.91
H -0.82 -5.57 3.27
H -3.19 -1.24 -7.59
H 0.84 3.07 2.65
H -0.70 2.98 -4.54
H -1.61 -0.73 -1.15
H -4.17 7.60 -1.52
H -5.26 -0.97 -6.22
H -2.40 -2.41 3.86
H 0.23 3.12 -2.22
H -4.35 9.30 -1.10
H -0.28 0.12 1.46
H -3.13 0.28 -6.69
H -2.42 6.20 -5.06
H -4.26 0.21 -4.45
H 2.21 2.67 0.39
H 4.22 -4.06 -3.06
H -1.31 4.34 2.35
H 1.16 -4.03 -2.88
H 3.90 1.76 -0.64
H -1.02 3.91 4.03
H 1.49 -10.29 7.40
H -6.59 7.46 -2.09
H -0.16 1.30 -4.54
H -6.79 9.17 -1.70
H 0.03 6.44 -5.58
H -2.15 -6.72 3.12
H 2.12 5.63 -3.13
H -0.47 -7.27 3.00
H 3.34 0.78 2.96
H -4.32 -2.35 -5.64
H 1.64 5.22 -0.89
H 2.25 -2.77 1.74
H 3.61 -8.83 5.74
H -0.92 7.95 -4.05
H 3.14 -9.94 7.93
H 4.97 0.38 -0.57
H -0.41 6.79 -2.82
H -3.53 -3.11 -0.97
H -0.34 -2.25 6.12
H 4.60 -2.56 2.48
H 2.27 -3.25 -0.99
H -2.00 2.53 -2.43
*
```